[1]
{"formula": "Cl2FPS", "method": "the ωB97M-V functional and the def2-TZVPD basis", "fmax_ev_per_a": 2.5, "charge": 0, "gap_ev": [6.97, 6.97], "elements": ["F", "P", "S", "Cl", "Cl"], "positions_angstrom": [[1.7547, -0.8205, -1.4599], [-0.2429, 0.2859, 0.2421], [-0.1255, 2.0089, 1.0120], [0.1886, -1.3144, 1.2622], [-1.5748, -0.1599, -1.0564]], "atomic_forces_ev_per_a": [[-1.7207, 1.0876, 1.4044], [2.2556, 0.1036, -0.1985], [0.0896, -0.8334, -0.5424], [0.0090, -0.1269, 0.1146], [-0.6334, -0.2309, -0.7781]], "lowdin_charge": [-0.63, -0.44, 0.31, 0.36, 0.39]}

[2]
{"formula": "C20H21ClN4O2", "method": "the ωB97M-V functional and the def2-TZVPD basis", "fmax_ev_per_a": 4.8, "charge": 0, "gap_ev": 7.64, "elements": ["H", "N", "C", "N", "C", "C", "N", "C", "C", "C", "O", "C", "C", "C", "C", "C", "C", "N", "C", "C", "O", "C", "C", "C", "C", "Cl", "C", "C", "H", "H", "H", "H", "H", "H", "H", "H", "H", "H", "H", "H", "H", "H", "H", "H", "H", "H", "H", "H"], "positions_angstrom": [[-2.1108, 1.0050, -0.3556], [-1.5063, 0.3703, -0.8655], [-0.4608, -0.1179, -0.2277], [-0.2258, 0.0781, 1.1002], [-1.0596, 0.8250, 2.0646], [-2.1452, -0.0695, 2.6874], [-3.0698, -0.6857, 1.7149], [-2.8601, -2.0444, 1.2924], [-4.0932, 0.1043, 1.1296], [-5.0366, -0.4444, 0.0648], [-4.1510, 1.2873, 1.3517], [0.9435, -0.5861, 1.4508], [1.6765, -0.6644, 2.6253], [2.8064, -1.4902, 2.6847], [3.2230, -2.2213, 1.5774], [2.4852, -2.1174, 0.3640], [1.3603, -1.2708, 0.3121], [0.4896, -0.9872, -0.7433], [0.7558, -1.2465, -2.1948], [0.8142, 0.0107, -3.0428], [0.0372, 0.0983, -4.0042], [1.6668, 1.1420, -2.7245], [2.7848, 1.0076, -1.9108], [3.5645, 2.1254, -1.6287], [3.3004, 3.4231, -2.1539], [4.4051, 4.7067, -1.9180], [2.1672, 3.5677, -2.9572], [1.3714, 2.4404, -3.2136], [-0.4134, 1.2406, 2.8348], [-1.5726, 1.6764, 1.5395], [-1.6419, -0.8576, 3.3020], [-2.6955, 0.5325, 3.4315], [-3.6423, -2.7146, 1.6944], [-1.9013, -2.4227, 1.6533], [-2.8198, -2.0596, 0.1797], [-4.4612, -0.6606, -0.8142], [-5.8005, 0.2700, -0.1326], [-5.5237, -1.3488, 0.3563], [1.3665, -0.1985, 3.5249], [3.3633, -1.5651, 3.5968], [4.1134, -2.8515, 1.6302], [2.8074, -2.7020, -0.4759], [0.0028, -1.9130, -2.6248], [1.7203, -1.7755, -2.3766], [3.1141, 0.0728, -1.5198], [4.4773, 1.9135, -1.0483], [1.8683, 4.5347, -3.3559], [0.5062, 2.5831, -3.8746]], "atomic_forces_ev_per_a": [[0.4351, -0.1591, 0.3438], [2.2050, -1.3151, -0.4745], [-4.2175, 1.7750, -1.5213], [0.9512, 0.2614, 1.7078], [-0.8263, 0.1236, -1.4179], [0.0128, -0.1579, 0.5288], [-0.8980, 1.2021, 0.1121], [-0.1508, -0.4830, -0.6805], [1.2239, -0.8180, -0.2048], [0.8603, -0.7078, 0.9937], [0.1623, 1.1263, 0.8447], [0.2324, -0.1495, 0.1797], [0.0876, -0.7437, -0.3513], [-0.1647, -0.0195, -0.7491], [-0.7588, 0.4188, -0.7777], [-0.1145, 0.5675, 0.9713], [1.7556, -1.3339, -0.2678], [0.7784, -0.0301, -0.4573], [0.2231, -0.2795, 0.6904], [-3.0134, 0.3059, -2.1213], [1.4325, -0.4893, 1.3316], [0.6714, 1.5389, 0.4283], [-0.0124, 1.4585, -0.2577], [1.0060, 0.4464, 0.0333], [-0.5650, -2.2181, -0.0477], [0.1035, 0.2551, 0.1936], [-0.2568, -0.6611, 0.3324], [-0.1029, -0.0642, -0.3672], [0.0631, -0.0319, -0.0004], [0.6420, -0.7659, 0.4223], [-0.4952, 0.2646, -0.7389], [-0.0064, -0.0961, -0.5006], [0.2482, 0.1316, -0.3971], [-0.0505, 0.1967, 0.0002], [-0.1271, -0.3517, 0.6854], [0.3043, -0.0235, -0.6279], [-0.2618, 0.7474, -0.1320], [-0.2232, -0.8382, 0.2942], [-0.3558, 0.6023, 0.5908], [0.1184, 0.0423, 0.3715], [-0.3739, 0.1651, -0.0725], [-0.0212, -0.0750, -0.4027], [-0.1271, 0.3856, 0.1611], [-0.4526, 0.3041, 0.8521], [0.0123, -0.6065, 0.2651], [-0.4762, 0.5862, -0.2424], [0.2083, -0.2095, 0.0255], [0.3144, -0.2770, 0.4511]], "lowdin_charge": [0.02, 0.16, -0.39, 0.03, -0.09, -0.13, -0.11, -0.07, -0.48, 0.01, 0.05, -0.16, -0.01, -0.10, -0.09, -0.01, -0.17, 0.06, -0.03, -0.34, 0.08, -0.16, -0.02, -0.08, -0.68, 0.69, -0.09, 0.01, 0.12, 0.13, 0.13, 0.13, 0.09, 0.08, 0.09, 0.08, 0.08, 0.07, 0.09, 0.09, 0.10, 0.09, 0.13, 0.14, 0.10, 0.11, 0.11, 0.13]}

What did the first record say?
{"formula": "Cl2FPS", "method": "the ωB97M-V functional and the def2-TZVPD basis", "fmax_ev_per_a": 2.5, "charge": 0, "gap_ev": [6.97, 6.97], "elements": ["F", "P", "S", "Cl", "Cl"], "positions_angstrom": [[1.7547, -0.8205, -1.4599], [-0.2429, 0.2859, 0.2421], [-0.1255, 2.0089, 1.0120], [0.1886, -1.3144, 1.2622], [-1.5748, -0.1599, -1.0564]], "atomic_forces_ev_per_a": [[-1.7207, 1.0876, 1.4044], [2.2556, 0.1036, -0.1985], [0.0896, -0.8334, -0.5424], [0.0090, -0.1269, 0.1146], [-0.6334, -0.2309, -0.7781]], "lowdin_charge": [-0.63, -0.44, 0.31, 0.36, 0.39]}